DFT (ωB97M-V with the def2-TZVPD basis set) results for a 2-piece molecular cluster, C5H3IN overall at a distorted geometry.

```
10
Properties=species:S:1:pos:R:3:forces:R:3
C -0.3699 0.6554 -0.0337 2.37 -0.39 0.40
C 0.9443 0.5575 0.0999 -0.17 -0.05 0.24
C -1.3538 1.1621 -0.6027 -2.80 0.05 -0.75
C 2.1722 0.4729 0.2521 -0.61 -0.32 0.26
C -3.6351 -1.0244 -0.3512 -0.79 0.88 0.31
N 3.4143 0.2417 0.4439 0.64 0.03 -0.19
I -5.4668 -0.4290 0.0936 1.09 -0.17 -0.21
H -3.5638 -1.9741 -0.8829 0.32 -0.09 -0.14
H 3.9028 -0.4326 -0.1396 0.01 0.17 0.15
H 3.9559 0.7704 1.1207 -0.07 -0.11 -0.09
```
Forces are in eV/Å.

Output
Energy above the lowest of the compared OMol25 structures with the same formula, charge and spin in kcal per mole: 149.4
Orbital gap (alpha / beta) in eV: 4.88 / 6.44
HOMO (alpha / beta) in eV: -12.12 / -13.00
Charge: +1
Calculated total energy in a.u.: -544.1109

Atom charges from the natural (NBO) analysis, given in e for atoms 1 to 5:
1. C -0.3439
2. C 0.0284
3. C 0.1416
4. C 0.3086
5. C -0.1240